83
Properties=species:S:1:pos:R:3:forces:R:3 method="wB97M-V/def2-TZVPD" homo_lumo_gap_ev=8.67 total_energy_ha=-4838.96290 charge=+2
N 2.815022 0.673518 -4.897317 -0.303 0.668 0.003
H 2.439791 1.545607 -5.280592 -0.244 -0.197 -0.089
H 2.068581 0.140734 -4.431128 -0.282 -0.067 0.046
H 3.469440 0.957677 -4.168502 0.341 -0.378 -0.213
H 3.229309 0.132761 -5.657845 0.207 -0.112 0.233
N 3.090238 4.064028 0.923684 0.615 0.797 0.771
H 3.520717 4.962686 1.169798 -0.067 0.071 -0.497
H 2.823652 3.684235 1.840993 -0.287 -0.592 -0.325
H 3.796349 3.481433 0.477487 -0.081 -0.157 0.122
H 2.291975 4.192812 0.293748 -0.506 -0.131 0.001
N 2.341574 -3.885133 3.955945 0.494 0.315 0.553
H 2.387566 -3.413634 4.867754 -0.063 -0.171 0.057
H 1.416131 -3.688736 3.571134 0.115 -0.098 -0.235
H 2.546587 -4.881276 4.054844 -0.297 -0.026 0.067
H 3.082191 -3.449913 3.401343 -0.309 0.108 -0.232
O 0.801397 0.158049 -2.877289 -0.147 0.069 -0.280
C 0.683336 0.314278 -1.694916 0.726 0.544 0.317
O 1.666095 0.172155 -0.815516 -0.280 -0.104 0.187
B 1.118355 0.394812 0.538156 0.377 -0.143 0.185
O -0.287005 0.721925 0.382736 0.144 0.126 -0.469
C -0.572145 0.776694 -0.917531 0.628 -1.174 0.240
O -1.613416 0.996105 -1.424598 -0.972 0.327 -0.179
O 1.341811 -0.789802 1.419939 0.192 0.296 -0.370
C 2.043690 -0.442196 2.481648 -1.188 0.207 -0.171
O 2.187576 -1.125669 3.455969 0.675 -0.331 0.100
C 2.340936 1.077807 2.367575 -0.885 -1.215 0.374
O 1.827782 1.502835 1.233812 0.401 0.171 -0.247
O 2.757175 1.720730 3.275264 0.742 1.065 0.082
C 3.071275 -3.115709 -3.447067 0.757 0.423 1.213
C 1.805183 -3.154150 -2.571726 0.723 -0.684 0.359
O 0.745505 -2.797225 -3.426696 -1.397 0.272 -1.432
S 1.180753 -2.665614 -5.007972 -0.580 -3.077 0.370
O 0.431076 -1.676853 -5.735814 1.647 0.228 1.788
O 1.202134 -3.987151 -5.601489 0.635 2.018 1.201
O 2.696415 -2.216511 -4.472210 -0.502 0.545 -2.416
H 3.513378 -4.051375 -3.787938 -0.817 -0.198 -0.461
H 3.905489 -2.648983 -2.918491 -0.213 0.259 0.042
H 1.841772 -2.439071 -1.748433 0.058 0.269 -0.240
H 1.654055 -4.130724 -2.110158 -0.218 -0.119 -0.379
C -2.504854 3.666283 -2.111156 -1.185 0.090 -2.174
C -1.720440 3.182844 -3.345501 -1.005 0.607 -0.252
O -0.337735 3.299193 -3.007805 0.882 0.414 1.655
S -0.139093 4.422086 -1.806784 -1.278 -0.188 -0.833
O 0.410332 5.634952 -2.302706 0.034 -0.621 0.129
O 0.529210 3.782300 -0.691430 -0.168 0.004 -0.555
O -1.707642 4.669626 -1.510890 1.867 -0.278 0.394
H -2.869970 2.883407 -1.453590 0.497 0.162 0.271
H -3.347995 4.171787 -2.585856 -0.261 0.121 0.652
H -1.868707 3.812482 -4.226225 -0.144 0.328 0.296
H -2.103160 2.210529 -3.657080 0.957 -0.301 0.431
C 1.456602 1.468812 6.331256 -0.362 -1.735 -0.299
C 0.163320 0.742103 5.998228 -1.451 -0.956 -0.470
O 0.019287 -0.303335 6.982605 0.797 0.241 0.835
S 1.011162 -0.034504 8.254301 -0.944 -0.905 0.131
O 2.150309 -0.876639 8.116380 0.166 0.004 -0.258
O 0.246046 -0.137428 9.466697 0.903 1.159 -1.646
O 1.440494 1.441986 7.758282 -0.372 0.491 1.218
H 1.555636 2.445276 5.874304 -0.023 0.268 0.584
H 2.268911 0.803725 6.027390 0.207 0.354 -0.269
H 0.108734 0.200908 5.049294 0.670 0.279 -0.168
H -0.792600 1.270508 6.038958 0.439 0.762 0.224
C -2.898132 -0.566983 -3.839665 -0.204 -0.151 -0.673
C -2.288195 -1.800736 -3.110638 -0.829 0.661 0.119
O -2.369916 -2.870474 -4.050699 0.052 -0.879 -0.545
S -3.418288 -2.527786 -5.241035 -1.073 1.011 0.000
O -4.781433 -2.538587 -4.787610 1.163 -0.389 0.217
O -3.106143 -3.185624 -6.468756 0.626 0.721 1.362
O -2.966234 -0.971899 -5.206998 0.092 -0.630 -1.264
H -2.212892 0.277067 -3.863784 -0.129 -0.105 0.372
H -3.920684 -0.281810 -3.589398 0.217 -0.032 0.687
H -2.817121 -2.116562 -2.213083 -0.167 0.282 0.005
H -1.264011 -1.545022 -2.854396 0.210 -0.583 -0.301
C -3.253982 -0.049082 3.585137 0.436 0.861 -0.764
C -2.618007 -0.349672 2.205990 -0.196 -0.715 0.902
O -3.188673 -1.611475 1.870721 -0.819 -0.513 -0.437
S -4.767618 -1.626647 2.280523 -0.731 -0.942 0.160
O -5.139053 -2.950574 2.690595 1.065 1.324 0.098
O -5.623266 -1.016854 1.311649 1.129 0.361 0.366
O -4.548876 -0.620200 3.533214 -0.621 -0.323 -0.418
H -3.277010 1.040547 3.653814 -0.581 -0.031 0.321
H -2.756365 -0.429511 4.475411 0.300 -0.311 -0.259
H -1.543958 -0.497688 2.271332 0.010 0.073 -0.090
H -2.869731 0.371514 1.430401 -0.015 0.208 0.168